# C3H8N4

The molecule C3H8N4 (ωB97M-V/def2-TZVPD, OMol25).

Geometry as ORCA input:
```
! RIJCOSX wB97M-V def2-TZVPD def2/J DEFGRID3
* xyz 0 1
C -1.837 -1.317 0.038
C -0.883 -0.156 0.047
N -0.669 2.122 0.099
N 2.742 0.023 0.140
C 0.526 -0.478 0.061
N -1.408 1.016 0.013
N 1.450 0.407 0.075
H 0.336 2.040 -0.028
H -1.141 2.943 -0.247
H 3.373 0.710 -0.243
H 2.955 -0.944 -0.104
H 0.780 -1.547 0.037
H -2.855 -0.943 0.009
H -1.705 -1.924 0.933
H -1.663 -1.951 -0.831
*
```

Gap between HOMO and LUMO = 8.8 eV
LUMO level = 1.040 eV
SMILES string = CC(/C=N/N)=N/N
Relative energy (zero: lowest compared OMol25 entry of this formula, charge and spin) = 2.4960 eV

# C3H8N4

The molecule C3H8N4 (ωB97M-V/def2-TZVPD, OMol25).

Geometry as ORCA input:
```
! RIJCOSX wB97M-V def2-TZVPD def2/J DEFGRID3
* xyz 0 1
C 2.424 -0.909 0.536
N -1.092 -0.359 -0.108
C 0.213 -0.134 0.348
N 0.343 1.041 1.055
C -2.766 0.535 -1.347
N -1.808 0.688 -0.530
N 1.066 -1.023 0.073
H -1.213 -1.262 -0.569
H 1.273 1.433 1.093
H -0.392 1.705 0.845
H 3.037 -1.527 -0.118
H 2.803 0.128 0.526
H 2.512 -1.288 1.559
H -3.052 -0.431 -1.762
H -3.348 1.402 -1.601
*
```

Gap between HOMO and LUMO = 9.6 eV
LUMO level = 1.097 eV
SMILES string = C=NN/C(N)=N/C
Relative energy (zero: lowest compared OMol25 entry of this formula, charge and spin) = 1.7032 eV

# C3H8N4O

A structure of composition C3H8N4O at a distorted geometry (ωB97M-V/def2-TZVPD, OMol25).

Geometry as ORCA input:
```
! RIJCOSX wB97M-V def2-TZVPD def2/J DEFGRID3
* xyz 0 1
C -0.842 -1.535 0.440
C 0.919 0.451 -0.274
C -0.440 -0.133 0.132
N 1.962 -0.476 -0.565
N 1.438 1.603 0.385
O -2.589 0.618 0.139
N -1.250 0.985 0.182
N -0.178 0.483 -1.194
H -3.057 1.458 0.041
H 0.715 2.298 0.521
H 1.789 -0.999 -1.412
H 2.172 -1.091 0.211
H 2.201 1.996 -0.154
H -1.015 -1.643 1.511
H -0.064 -2.228 0.123
H -1.762 -1.788 -0.086
*
```

Gap between HOMO and LUMO = 9.6 eV
LUMO level = 0.817 eV
Relative energy (zero: lowest compared OMol25 entry of this formula, charge and spin) = 5.4167 eV

# C3H8N4O

A structure of composition C3H8N4O at a distorted geometry (ωB97M-V/def2-TZVPD, OMol25).

Geometry as ORCA input:
```
! RIJCOSX wB97M-V def2-TZVPD def2/J DEFGRID3
* xyz 0 1
C -0.097 -3.062 1.135
C -0.265 -0.804 0.525
C 1.048 1.801 -1.234
H 0.623 -3.204 2.667
H -0.963 -3.815 0.802
H 1.212 -3.279 0.330
H 0.820 -0.947 0.107
H -1.343 0.451 -1.153
H 2.003 1.757 -1.834
H -1.589 2.197 -0.176
H -0.546 3.718 0.565
N -0.935 -1.729 1.003
N -0.555 0.514 -0.382
N 0.643 2.858 -0.799
N -0.625 3.022 -0.337
O 0.569 0.522 -1.218
*
```

Gap between HOMO and LUMO = 8.2 eV
LUMO level = 0.202 eV
Relative energy (zero: lowest compared OMol25 entry of this formula, charge and spin) = 12.9284 eV

Among the records above, which one has the lowest relative energy (zero: lowest compared OMol25 entry of this formula, charge and spin)?
number 2

The lowest LUMO level belongs to which entry?
number 4

Look up the relative energy (zero: lowest compared OMol25 entry of this formula, charge and spin) of the third one.
5.4167 eV